Entry 1:
77
Properties=species:S:1:pos:R:3:forces:R:3 method="wB97M-V/def2-TZVPD" total_charge=0 max_force_ev_per_a=2.1 lumo_ev=-0.69 e_tot_ev=-187732.20881
C 4.068616 -2.975064 1.941551 -0.1 0.3 -0.7
C 2.729776 -2.689003 1.125003 0.8 -0.9 1.8
C 2.360806 -1.193499 1.079898 0.2 -0.4 0.9
Br 0.671162 -1.013973 2.204123 0.2 0.0 0.2
Sb 1.982645 -0.130173 -0.832314 0.5 0.5 -1.9
C 4.072103 -0.222749 -1.576620 0.7 -0.4 -0.5
C 4.903178 -1.521339 -1.376421 1.4 1.0 -0.1
C 6.005095 -1.246654 -0.273809 -0.2 -0.7 -0.9
S 7.427515 -0.299739 -1.002472 0.0 0.1 0.0
C 2.499325 1.883463 0.051636 -0.3 0.7 0.7
C 1.745692 2.199343 1.373188 0.8 0.7 0.0
C 0.211104 2.263875 1.248071 0.0 0.0 0.3
Br -0.356516 4.188736 1.112898 -0.3 -0.5 0.1
C 1.480343 0.972381 -2.705446 -0.3 1.3 -0.2
C 0.124059 1.753490 -2.694879 0.2 -0.6 -1.7
C -1.086312 0.858667 -3.174044 -0.2 1.1 0.9
C -1.971702 0.334666 -1.986241 0.4 0.2 -1.8
C -3.431767 0.171422 -2.489270 0.3 0.3 1.2
N -4.171768 -0.637036 -1.466660 -0.3 0.6 -0.8
B 1.365259 -2.022818 -1.951916 0.4 -1.8 0.2
O 1.699319 -2.295207 -3.310115 -0.4 0.6 1.1
O 0.559944 -2.965565 -1.249693 -0.1 1.3 -1.4
C -0.446722 -3.575045 -2.048266 -0.6 -1.2 0.0
H 4.616017 -2.036624 2.148343 -0.2 -0.5 -0.1
H 3.875159 -3.474484 2.904982 0.0 0.2 -0.4
H 4.732228 -3.615917 1.325571 -0.3 0.3 0.5
H 1.966345 -3.234267 1.715951 0.2 0.4 -0.7
H 2.824443 -3.262334 0.192997 -0.4 0.8 -0.2
H 3.102285 -0.603690 1.664006 -0.5 -0.4 -0.2
H 0.302545 0.018621 -0.368852 -0.3 0.2 0.3
H 4.676953 0.624665 -1.186561 -0.4 -0.4 -0.1
H 4.014013 -0.031351 -2.671825 -0.3 -0.1 0.6
H 5.505787 -1.677345 -2.300092 -0.5 -0.2 0.4
H 4.357591 -2.464806 -1.220007 -0.1 0.5 0.2
H 5.611580 -0.594936 0.530712 0.3 -0.3 -0.4
H 6.410082 -2.176531 0.160048 -0.2 0.4 -0.1
H 7.570102 -0.807325 -2.271396 -0.5 0.0 0.9
H 2.297991 2.702011 -0.678096 -0.1 -0.6 0.3
H 3.584882 1.980751 0.278435 -0.6 -0.3 -0.2
H 2.084125 3.199307 1.729350 -0.3 -0.5 0.0
H 2.100748 1.505649 2.162752 -0.7 0.1 -0.4
H -0.208426 1.774681 0.357850 0.4 0.2 0.3
H -0.331266 1.879741 2.130075 0.6 0.2 -0.3
H 1.506338 0.360304 -3.627948 0.1 0.1 0.5
H 2.280575 1.740918 -2.828995 -0.3 -0.6 0.1
H -0.101544 2.298181 -1.759128 0.1 -0.4 -0.2
H 0.208885 2.538274 -3.484293 0.0 -0.2 0.6
H -1.737359 1.501818 -3.808835 0.3 -0.3 0.3
H -0.729896 0.048173 -3.838662 -0.1 0.2 0.5
H -1.910259 1.111551 -1.194437 -0.2 -0.6 -0.2
H -1.521393 -0.607987 -1.630082 -0.5 0.4 0.2
H -3.506161 -0.266971 -3.498287 0.2 -0.2 0.6
H -3.893928 1.186446 -2.557302 0.4 -0.5 -0.2
H -5.146004 -0.655955 -1.769896 0.1 -0.2 0.2
H -4.179799 -0.036825 -0.644240 0.0 -0.2 0.1
H 0.948224 -2.181820 -3.893881 -0.2 -0.2 -0.3
H -0.962914 -4.358690 -1.455014 0.4 0.5 -0.1
H -1.243176 -2.865417 -2.363193 0.6 -0.2 0.1
H -0.031398 -4.109150 -2.929155 -0.1 0.5 0.4
C -4.706812 1.932869 1.451757 0.2 0.2 -0.2
C -3.844188 0.901351 2.163377 -0.6 0.0 -0.3
C -4.602986 0.061649 3.194632 0.6 -0.1 0.4
O -4.858776 0.829051 4.361030 -0.4 -0.2 -0.3
C -6.146399 1.449136 4.410038 0.1 0.3 0.2
N -2.768338 1.625503 2.912820 0.1 -0.1 0.5
H -4.988669 2.760663 2.104227 -0.1 -0.1 0.1
H -4.167408 2.360344 0.603345 0.0 0.0 0.0
H -5.616353 1.473449 1.066622 0.0 0.0 0.0
H -3.353522 0.258260 1.431443 0.1 -0.1 0.1
H -3.960502 -0.765894 3.508947 0.0 0.0 0.0
H -5.509426 -0.378040 2.775754 0.0 0.2 -0.1
H -6.888188 0.907584 3.821353 0.1 -0.1 0.0
H -6.076266 2.480205 4.057446 -0.2 0.0 -0.1
H -6.470718 1.470918 5.449451 0.1 -0.1 0.0
H -2.333833 2.373984 2.370617 0.2 0.1 -0.2
H -2.035439 0.987260 3.235210 0.1 0.0 -0.2
H -3.186707 2.024868 3.762833 -0.1 0.0 -0.1

---

Entry 2:
32
Properties=species:S:1:pos:R:3:forces:R:3 method="wB97M-V/def2-TZVPD" total_charge=-1 max_force_ev_per_a=0.6 de_lowest_kj_mol=26.4 lumo_ev=2.23 e_tot_ev=-41882.78983
Ba 0.311131 -0.592683 -0.102350 0.4 -0.4 -0.2
O 0.160120 2.425614 3.472683 0.0 0.0 0.0
C 0.041054 1.836366 2.401798 -0.1 0.0 0.0
O 0.778282 0.912402 1.924412 -0.1 0.0 0.1
C -1.175756 2.202327 1.533927 -0.1 0.1 0.1
C -2.119677 3.133433 1.942596 0.0 0.0 0.0
C -3.235832 3.334457 1.141832 0.0 0.0 0.0
C -3.394734 2.591944 -0.019377 0.0 0.0 0.0
C -2.406768 1.677762 -0.357257 -0.1 0.1 0.0
N -1.326679 1.523077 0.401569 0.0 -0.2 0.0
C -2.536969 0.748982 -1.576928 -0.1 0.1 0.0
O -3.535740 0.889160 -2.275914 0.0 0.0 0.0
O -1.589313 -0.091236 -1.703049 0.0 0.0 0.0
H -1.964069 3.660228 2.873105 0.0 0.0 0.0
H -3.991125 4.054787 1.433447 0.0 0.0 0.0
H -4.258223 2.685239 -0.662293 0.0 0.0 0.0
N -3.307037 -4.232084 3.355579 -0.1 -0.1 0.1
N -2.337182 -3.276156 3.099336 0.1 0.1 0.0
N -1.746739 -2.602843 4.057683 0.0 0.0 0.0
C -0.980743 -1.778467 3.351556 0.0 0.0 -0.1
N -1.133549 -1.967430 2.034440 0.1 0.1 -0.1
N -2.010156 -2.935196 1.890476 0.0 -0.1 0.0
H -2.956519 -4.820157 4.103889 0.0 0.0 0.0
H -3.399820 -4.780303 2.506905 0.0 0.0 0.0
H -0.322238 -1.036751 3.773005 0.0 0.0 0.0
F 2.153583 -4.006434 -0.840276 0.0 0.0 0.0
C 2.523515 -2.647229 -0.964746 -0.3 0.2 0.1
F 3.793410 -2.600295 -0.359821 0.0 0.0 0.0
C 2.826908 -2.497418 -2.445159 0.0 -0.1 0.0
F 3.247895 -1.234600 -2.707146 0.0 0.0 0.0
F 1.707570 -2.690333 -3.177093 0.0 0.0 0.0
F 3.767321 -3.321363 -2.964450 0.0 0.0 0.0

---

Entry 3:
106
Properties=species:S:1:pos:R:3:forces:R:3 method="wB97M-V/def2-TZVPD" total_charge=0 max_force_ev_per_a=3.4 lumo_ev=0.63 smiles="O=C1OC[C@@H](C[C@@H]2CO2)O1.c1ccncc1.c1ccncc1.c1ccncc1.c1ccncc1.c1ccncc1.c1ccncc1.c1ccncc1.c1ccncc1" e_tot_ev=-68587.43594
O -2.414441 1.950892 1.352711 -0.5 0.6 -0.3
C -2.322424 1.493745 2.435082 -0.1 -0.1 0.8
O -2.874673 0.322320 2.871611 0.2 -0.6 -0.5
C -1.675702 -0.357885 3.319226 -0.5 0.4 -0.3
C -0.973505 0.783663 4.057012 0.4 0.4 1.0
C 0.555761 0.882516 4.000830 0.0 -1.1 -1.1
C 1.226676 -0.125571 3.076197 0.5 0.3 1.0
C 2.735586 -0.017022 2.924200 -2.9 -0.9 1.5
O 1.814405 0.364798 1.925833 0.3 0.2 -1.3
O -1.575017 1.965315 3.460277 0.8 -0.1 -0.6
H -1.180596 -0.665309 2.399629 0.4 -0.1 0.1
H -1.927255 -1.236230 3.897532 -0.1 0.0 0.3
H -1.245166 0.799118 5.108980 -0.4 -0.1 0.0
H 1.014708 0.702554 4.968516 -0.3 0.4 0.3
H 0.830642 1.850994 3.596431 0.0 0.3 0.3
H 0.801259 -1.123124 3.044797 0.0 -0.1 -0.3
H 3.064126 -1.044041 2.916507 1.2 0.2 -0.5
H 3.026139 0.731892 3.642231 1.1 0.2 -0.4
C 1.917673 2.791809 -0.923351 0.0 0.0 0.0
C 3.002056 2.835798 -1.784004 0.0 0.0 0.0
C 3.133862 1.838038 -2.737988 -0.1 -0.2 -0.1
N 2.269060 0.831094 -2.870962 0.0 0.0 0.1
C 1.234303 0.802650 -2.032945 0.0 0.0 0.0
C 1.011346 1.753017 -1.048389 0.0 0.0 0.0
H 1.780507 3.553534 -0.165432 0.0 0.0 0.0
H 3.735617 3.628455 -1.724298 0.0 0.0 -0.1
H 3.967802 1.847180 -3.426880 0.1 0.1 0.0
H 0.549799 -0.029548 -2.160336 0.0 0.0 0.0
H 0.151492 1.679242 -0.396189 0.0 0.0 0.0
C -7.644771 0.478189 0.790891 0.0 0.0 0.0
C -8.411763 -0.630386 1.117375 0.0 0.1 0.0
C -7.812410 -1.659739 1.825437 0.0 -0.1 0.1
N -6.536639 -1.644681 2.209872 -0.1 0.0 0.0
C -5.813928 -0.572861 1.888933 0.1 -0.1 0.1
C -6.316420 0.511079 1.184559 -0.1 0.0 0.0
H -8.076123 1.302762 0.237915 0.0 0.0 0.0
H -9.451445 -0.698076 0.828600 0.0 0.0 0.0
H -8.372069 -2.546378 2.101773 -0.1 0.0 -0.1
H -4.783748 -0.594359 2.217766 0.0 0.1 -0.1
H -5.680313 1.354606 0.952352 0.0 0.0 0.0
C 6.324392 5.677445 -5.921061 0.0 0.0 0.0
C 5.065586 5.145136 -6.145174 0.0 -0.1 0.1
C 4.644682 4.103869 -5.329800 -0.1 -0.1 0.0
N 5.379047 3.586839 -4.347423 0.1 0.1 0.0
C 6.586188 4.111442 -4.148858 0.0 0.0 0.0
C 7.104154 5.152755 -4.902069 0.0 0.0 0.0
H 6.694426 6.489742 -6.533794 0.0 0.0 0.0
H 4.430502 5.527777 -6.931053 0.0 0.0 0.0
H 3.665252 3.656262 -5.465850 0.0 0.0 0.0
H 7.166068 3.669976 -3.344877 0.0 0.0 0.0
H 8.092528 5.540130 -4.694841 0.0 0.0 0.0
C -4.951654 -4.993979 -2.082473 0.0 0.0 0.0
C -6.065563 -5.812707 -2.172428 0.0 0.0 0.0
C -7.092354 -5.630954 -1.258110 -0.1 0.0 0.0
N -7.068541 -4.714335 -0.293491 0.0 0.0 0.0
C -5.990102 -3.935248 -0.217735 0.0 0.0 0.0
C -4.911456 -4.033619 -1.085438 0.0 0.0 0.0
H -4.129421 -5.102833 -2.778042 0.0 0.0 0.0
H -6.139625 -6.576343 -2.934366 0.0 0.0 0.0
H -7.982337 -6.249883 -1.296901 0.0 0.0 0.0
H -5.999656 -3.204245 0.580855 0.1 0.0 0.0
H -4.062307 -3.371933 -0.979431 0.0 0.0 0.0
C 2.845876 9.584900 -9.563229 0.0 0.0 0.0
C 3.990111 9.591158 -8.782769 0.0 0.0 0.0
C 4.431792 8.388703 -8.253673 0.0 0.0 0.0
N 3.817078 7.224599 -8.450710 0.0 0.1 -0.1
C 2.717838 7.236186 -9.201429 0.0 -0.1 0.0
C 2.193846 8.382297 -9.779167 0.0 0.0 0.0
H 2.468203 10.502362 -9.995389 0.0 0.0 0.0
H 4.530038 10.506913 -8.586456 0.0 0.0 0.0
H 5.324063 8.352032 -7.638024 0.0 0.1 0.0
H 2.235655 6.275343 -9.343931 0.0 0.0 0.0
H 1.297736 8.330774 -10.381556 0.0 0.0 0.0
C 7.508212 4.963422 -0.291627 0.0 0.0 0.0
C 6.335333 4.228224 -0.331154 0.0 0.0 0.0
C 5.338270 4.532061 0.583161 -0.1 0.0 0.1
N 5.443243 5.488407 1.502863 0.0 0.0 0.0
C 6.577405 6.183648 1.528705 0.0 0.0 0.0
C 7.634638 5.964315 0.657792 0.0 0.0 0.0
H 8.311449 4.759696 -0.988614 0.0 0.0 0.0
H 6.190337 3.435812 -1.053314 0.0 0.0 0.0
H 4.404164 3.981008 0.583200 0.0 0.0 0.0
H 6.638297 6.955652 2.288055 0.0 0.0 0.0
H 8.532445 6.563211 0.724786 0.0 0.0 0.0
C -4.245988 -5.255169 2.922478 -0.1 0.0 -0.1
C -3.184097 -4.438854 2.567833 0.0 0.0 0.0
C -1.987048 -4.583152 3.250970 0.0 0.0 0.0
N -1.796620 -5.457956 4.235862 0.0 0.0 0.0
C -2.827435 -6.233889 4.569180 0.0 -0.1 0.1
C -4.066609 -6.172303 3.943661 0.1 0.0 0.0
H -5.196859 -5.168808 2.411355 0.0 0.0 0.0
H -3.283378 -3.706443 1.777337 0.0 0.0 0.0
H -1.128521 -3.967018 2.998640 0.0 0.0 0.0
H -2.643059 -6.935259 5.377146 0.0 0.0 0.0
H -4.868398 -6.828162 4.253857 0.0 0.0 0.0
C -1.453205 -11.710081 6.774613 0.0 0.0 0.0
C -1.482273 -11.084421 5.539310 0.0 0.0 0.0
C -1.593684 -9.702602 5.503692 0.0 0.1 -0.1
N -1.676973 -8.941496 6.591890 0.0 0.0 0.0
C -1.648641 -9.557292 7.771058 0.0 0.1 0.0
C -1.537324 -10.931638 7.917385 0.0 0.0 0.0
H -1.366364 -12.786571 6.845806 0.0 0.0 0.0
H -1.419937 -11.652293 4.621443 0.0 0.0 0.0
H -1.617078 -9.172718 4.556885 0.0 0.0 0.0
H -1.719204 -8.912386 8.640040 0.0 0.0 0.0
H -1.517548 -11.377555 8.902099 0.0 0.0 0.0

---

Entry 4:
79
Properties=species:S:1:pos:R:3:forces:R:3 method="wB97M-V/def2-TZVPD" total_charge=+1 max_force_ev_per_a=3.0 de_lowest_kj_mol=145.4 lumo_ev=-2.35 e_tot_ev=-103548.81440
Mg 1.076943 -1.461610 -0.806129 -1.7 0.0 0.2
O 0.291563 -0.181090 0.215973 -0.1 1.0 0.6
H -0.292899 0.465768 0.568193 -0.5 0.2 0.3
C 1.594988 4.444095 -0.792053 -0.4 -1.0 0.3
C 0.881945 3.473377 0.148263 0.1 0.9 0.1
C 1.752157 2.820058 1.215676 0.5 -0.5 -0.3
O 1.057471 3.039342 2.439445 0.1 0.0 0.0
C 0.053055 3.909013 2.237475 -0.7 0.7 0.0
O -0.698335 4.311117 3.065393 0.2 -0.3 0.2
O -0.007393 4.303344 0.945026 0.2 -1.0 -0.4
H 2.106331 3.884437 -1.573633 0.4 0.2 0.1
H 2.274072 5.006243 -0.156336 0.1 0.3 -0.4
H 0.856191 5.070813 -1.285877 0.0 0.2 0.2
H 0.349231 2.670053 -0.364409 -0.5 0.3 0.0
H 2.759083 3.247355 1.241026 -0.1 0.1 0.3
H 1.821204 1.739619 1.066049 0.0 0.0 -0.1
C -3.807598 1.281865 -1.504237 -0.2 0.4 0.7
C -3.150426 0.648004 -0.259764 -0.4 1.4 -1.4
C -2.870303 1.677916 0.842948 1.4 0.0 -0.2
O -3.771906 1.358721 1.880020 -0.3 0.5 0.0
C -4.442164 0.228652 1.576902 0.2 0.3 0.5
O -5.236318 -0.302746 2.271084 -0.3 -0.2 0.2
O -4.055536 -0.223236 0.382619 0.3 -1.3 -1.0
H -4.732817 1.787273 -1.219363 -0.1 -0.1 -0.1
H -4.010531 0.575212 -2.306087 0.0 -0.2 0.1
H -3.129914 2.053151 -1.880705 0.0 -0.1 -0.1
H -2.262417 0.192548 -0.703086 0.2 -0.8 1.0
H -2.911819 2.705521 0.476100 -0.7 0.0 0.2
H -1.857138 1.602527 1.254772 0.0 -0.3 0.0
C -1.872305 -3.270973 -3.444974 -1.4 0.3 -0.9
S -1.283770 -1.560451 -3.364759 0.1 -0.9 -0.1
O -0.298713 -1.534415 -2.244540 0.0 0.2 -1.0
C -0.387595 -1.622323 -4.931850 0.3 -0.3 -0.9
H -2.326084 -3.595038 -2.510668 0.9 0.0 0.4
H -1.168800 -3.924914 -3.951284 0.3 -0.2 0.6
H -2.775179 -3.291245 -4.075366 0.3 0.4 -0.3
H -1.061809 -1.918630 -5.740880 -0.4 0.3 0.2
H 0.419792 -2.356112 -5.013049 -0.1 -0.1 0.8
H 0.041968 -0.661844 -5.210043 -0.2 0.2 0.3
C -1.253950 -5.337688 0.473490 0.6 0.8 -1.0
S -0.638423 -3.700118 1.024232 -0.8 -0.1 1.5
O 0.012432 -2.975380 -0.105572 -0.6 -1.4 -0.5
C -2.272404 -2.947044 1.225468 -0.1 0.0 0.6
H -1.601713 -5.195076 -0.553381 -0.1 0.0 0.1
H -2.063106 -5.710379 1.092315 0.1 0.1 0.3
H -0.397086 -6.005746 0.431678 -0.1 -0.1 0.2
H -2.845106 -3.081682 0.310791 0.0 0.4 -0.1
H -2.157340 -1.918352 1.568117 0.3 0.2 -0.7
H -2.840500 -3.356927 2.066841 0.3 -0.6 -0.1
C 0.421186 -0.445067 3.658702 0.1 -0.6 0.6
S -1.246443 0.018575 4.228228 -0.1 0.3 0.9
O -1.714326 -1.039475 5.189836 0.4 0.3 -0.9
C -0.783137 1.403109 5.305152 -0.1 1.0 0.1
H 1.035318 -0.730586 4.517070 -0.2 0.0 0.2
H 0.964881 0.303947 3.091225 -0.4 0.3 -0.2
H 0.260353 -1.332789 3.046553 0.1 0.1 -0.1
H -0.467957 1.027666 6.277784 0.3 -0.3 -0.2
H -1.594403 2.105885 5.517564 -0.5 -0.6 -0.3
H -0.068429 2.095787 4.857054 0.4 -0.5 -0.2
C 0.657074 1.541399 -2.809816 0.6 0.6 -1.2
S 2.357837 1.160671 -2.298127 -1.3 -0.2 1.0
O 2.207026 -0.213774 -1.676468 1.9 1.1 -1.9
C 3.107054 0.976851 -3.919092 -0.1 -0.9 0.3
H -0.076291 1.276073 -2.056258 0.3 0.0 0.4
H 0.444679 1.012413 -3.739113 0.0 -0.2 0.1
H 0.649054 2.600488 -3.081518 -0.2 0.0 0.3
H 4.169719 0.786497 -3.777792 0.0 0.0 0.1
H 2.986908 1.847772 -4.557581 -0.3 0.1 0.1
H 2.623029 0.069252 -4.286659 0.1 0.2 -0.5
C 3.746394 -0.993867 2.379165 -0.1 0.9 -0.3
S 3.828145 -2.102509 0.953508 -0.4 0.8 -0.7
O 2.479741 -2.025809 0.251325 2.3 -1.0 1.6
C 4.871010 -1.028031 -0.102772 -0.5 -0.5 0.3
H 3.115417 -1.384152 3.172249 0.2 -0.4 0.0
H 3.325933 -0.026093 2.088813 -0.2 -0.2 -0.4
H 4.753256 -0.741423 2.715071 0.1 -0.6 0.1
H 4.361613 -0.068884 -0.121089 0.2 0.2 0.1
H 4.821590 -1.456142 -1.100976 0.1 -0.1 0.0
H 5.896746 -1.000800 0.256092 0.0 0.1 0.1